[1]
86
Properties=species:S:1:pos:R:3:forces:R:3 method="wB97M-V/def2-TZVPD" relative_energy_ev=0.9777 gap_ev="6.80 / 7.28" charge=-1 spin_multiplicity=6 largest_force_ev_per_a=0.45 homo_energy_ha="-0.16670 / -0.20946" energy_ha=-5451.6850
Cr 1.56970 -1.52210 -1.18843 0.06 0.00 0.01
C -0.95430 -5.09795 -1.06446 0.01 0.00 0.00
C -0.17986 -4.12110 -0.43269 0.03 -0.06 0.00
N 0.26444 -3.23994 -1.31833 0.02 0.05 -0.01
N -0.19304 -3.62729 -2.52424 -0.04 0.03 0.00
C -0.92930 -4.74080 -2.39864 0.02 0.00 0.00
B 0.17536 -2.81671 -3.78423 0.01 0.01 -0.02
N -0.30723 -1.36924 -3.58605 0.01 -0.05 0.00
C -1.16970 -0.62659 -4.29635 0.02 0.04 -0.03
C -1.24471 0.62398 -3.71775 0.01 -0.02 -0.01
C -0.37734 0.55720 -2.62056 0.15 -0.01 -0.10
N 0.18427 -0.64353 -2.55995 -0.09 0.07 0.06
N 1.71918 -2.78413 -3.91901 -0.02 0.03 -0.03
C 2.50133 -3.16057 -4.94046 0.01 -0.02 0.01
C 3.81112 -2.85010 -4.62773 -0.01 0.00 0.01
C 3.73375 -2.26757 -3.36007 0.01 -0.02 0.00
N 2.47370 -2.23377 -2.94948 0.00 -0.07 0.07
H -1.44357 -5.94513 -0.61754 0.00 0.00 0.00
H 0.09631 -4.02392 0.60460 0.03 -0.05 -0.06
H -1.37383 -5.20069 -3.26531 -0.01 0.00 0.00
H -0.31875 -3.30892 -4.76209 0.00 0.00 0.00
H -1.66024 -1.04034 -5.16182 0.00 0.00 -0.01
H -1.84425 1.46028 -4.03201 -0.01 0.00 0.00
H -0.13179 1.30418 -1.88150 0.02 -0.01 -0.01
H 2.07032 -3.61924 -5.81447 0.00 0.00 0.00
H 4.68944 -3.02392 -5.22340 0.00 0.00 0.00
H 4.51532 -1.89090 -2.72037 0.00 0.00 0.00
Cl 0.73044 0.89724 5.01958 -0.07 -0.03 -0.02
C 3.01585 -1.94012 1.38798 -0.07 0.04 0.06
C 2.76553 -2.58449 0.22565 -0.01 -0.01 -0.12
C 3.26241 -3.89339 0.21477 0.01 0.03 0.05
Cl 3.05495 -4.91101 -1.19423 0.00 0.01 -0.02
C 3.93373 -4.43901 1.31594 0.00 0.02 0.01
Cl 4.53717 -6.06142 1.26747 0.01 -0.01 0.00
C 4.11901 -3.68440 2.48010 0.00 -0.03 0.00
Cl 4.92261 -4.35963 3.85396 0.01 0.00 0.00
C 3.63464 -2.37908 2.52143 -0.05 0.04 -0.01
Cl 3.75261 -1.37727 3.92492 0.05 -0.03 -0.01
C 3.23886 1.72043 -1.69096 -0.08 -0.03 -0.07
C 2.11466 1.35036 -0.72597 0.20 0.06 0.40
O 1.45225 2.28937 -0.20305 -0.17 0.16 -0.12
N 1.95106 0.07840 -0.48187 -0.09 -0.15 -0.22
Te 0.31920 1.23684 2.27830 0.05 0.03 -0.02
C -0.66913 2.97082 2.97765 -0.02 -0.06 0.04
C -1.96460 2.89875 3.49289 0.04 0.02 0.09
C -2.69575 1.59844 3.68318 0.01 0.01 0.01
C -2.58410 4.08505 3.88126 0.00 -0.01 0.00
C -1.94600 5.31217 3.78731 0.00 0.00 -0.01
C -2.63704 6.58358 4.20203 0.00 0.00 0.00
C -0.63925 5.34143 3.31654 0.00 0.01 -0.01
C 0.01835 4.18628 2.91379 0.02 -0.01 0.00
C 1.44718 4.26329 2.44905 0.00 0.00 0.00
C -1.24173 0.68161 0.91406 -0.02 0.00 0.11
C -1.94898 1.57804 0.10782 -0.03 0.00 -0.03
C -1.73643 3.06948 0.11996 0.04 -0.02 -0.09
C -2.89019 1.06084 -0.78300 -0.05 0.00 0.07
C -3.13613 -0.29661 -0.90154 -0.04 -0.01 0.03
C -4.10041 -0.83109 -1.92516 0.00 -0.01 0.01
C -2.44807 -1.16194 -0.06071 0.00 0.01 -0.03
C -1.51947 -0.69221 0.85788 0.01 -0.01 -0.01
C -0.84106 -1.67243 1.77711 -0.05 -0.02 0.06
H 3.44603 2.78763 -1.62976 -0.01 -0.01 0.00
H 2.92497 1.47238 -2.70828 0.02 0.02 -0.02
H 4.14072 1.14887 -1.47091 -0.02 -0.01 0.01
H -2.05082 0.88176 4.19701 0.01 -0.01 -0.01
H -3.00232 1.16349 2.73063 0.00 -0.01 -0.01
H -3.58836 1.75385 4.28959 0.00 0.00 0.00
H -3.59166 4.03910 4.28202 0.00 0.00 0.00
H -3.62485 6.37788 4.61405 0.00 0.00 0.00
H -2.76024 7.25801 3.35191 0.00 0.00 0.00
H -2.05823 7.11557 4.95940 0.00 0.00 0.00
H -0.11148 6.28872 3.26490 0.00 0.00 0.00
H 1.79517 5.29647 2.45556 0.00 0.00 0.00
H 1.57334 3.85484 1.44363 -0.01 0.00 -0.01
H 2.09049 3.68602 3.11900 0.00 0.00 0.00
H -0.67688 3.30734 0.20411 0.02 0.02 -0.02
H -2.26556 3.54473 0.94897 0.03 -0.01 -0.04
H -2.11288 3.50072 -0.80985 0.02 -0.01 0.00
H -3.41951 1.75182 -1.43189 0.00 0.00 -0.01
H -4.57417 -0.02097 -2.47970 0.00 0.00 -0.01
H -4.88501 -1.42893 -1.45677 0.00 0.00 0.01
H -3.58193 -1.47234 -2.64182 0.00 0.01 0.00
H -2.62766 -2.23064 -0.12824 0.00 -0.02 0.00
H -1.21288 -2.68188 1.60238 -0.04 0.10 0.03
H -1.01600 -1.42461 2.82761 0.02 0.03 -0.01
H 0.24120 -1.67928 1.62466 0.08 -0.03 0.00



[2]
81
Properties=species:S:1:pos:R:3:forces:R:3 method="wB97M-V/def2-TZVPD" gap_ev="6.86 / 7.31" charge=+2 spin_multiplicity=2 largest_force_ev_per_a=3.39 homo_energy_ha="-0.48296 / -0.50735" energy_ha=-3951.0244
Ta 9.69968 15.64131 14.82246 0.49 -0.72 -0.20
C 10.57030 17.75001 17.69280 0.07 -0.13 0.89
C 10.24078 18.27163 16.32105 0.55 -0.96 1.10
C 9.68297 19.46314 15.94772 0.18 0.59 0.04
C 9.55850 19.38083 14.58082 -0.73 0.86 0.66
N 10.00695 18.22338 14.15248 -0.08 0.95 -1.34
N 10.46112 17.52565 15.22097 0.23 -0.34 0.96
B 10.15416 17.86196 12.62374 -1.50 -0.03 0.55
N 8.78270 16.94485 12.32880 -0.05 0.20 0.76
C 7.77160 17.11965 11.49348 -0.70 -0.90 0.92
C 6.66836 16.28747 11.90769 -0.13 0.74 -1.37
C 7.08486 15.61978 13.01619 1.77 -0.33 -0.11
C 6.44322 14.48105 13.73285 -0.02 0.05 -0.15
N 8.39018 16.01049 13.30834 -1.20 0.18 -0.86
N 11.28751 16.91332 12.62311 0.84 -1.07 -0.02
C 11.95220 16.64554 11.51653 0.84 -0.86 -0.08
C 12.44663 15.36400 11.51836 -0.19 -0.29 1.35
C 12.01193 14.82866 12.73277 -0.82 1.61 0.99
C 12.21818 13.57362 13.44921 0.77 -2.60 -0.52
N 11.31255 15.80015 13.43493 0.24 -1.18 -1.39
N 10.28404 19.02318 11.67239 -0.74 -0.80 -0.16
C 10.90176 20.21496 11.85821 -0.17 0.84 -0.88
C 10.92012 20.86964 10.62276 0.14 -1.49 1.48
C 10.33169 19.94406 9.71611 -0.84 1.36 0.01
C 10.00294 20.35213 8.28790 0.14 -1.04 0.51
N 9.88558 18.86668 10.34217 0.81 -0.12 0.42
H 10.35613 16.66435 17.85235 -0.03 0.98 -0.47
H 10.00336 18.31856 18.45095 0.18 -0.25 -0.40
H 11.63397 17.87470 17.96993 -0.37 0.15 -0.41
H 9.48449 20.31261 16.56172 -0.26 0.21 0.25
H 9.12304 20.09661 13.93504 -0.16 0.48 -0.67
H 7.93923 17.81603 10.69054 -0.29 0.03 -0.25
H 5.69808 16.13543 11.39096 0.98 0.32 0.45
H 5.44045 14.85414 13.93254 -0.37 -0.80 -0.10
H 6.87333 14.24737 14.70027 0.28 0.28 0.27
H 6.51715 13.52512 13.15809 -0.51 0.93 0.18
H 12.10851 17.38162 10.80050 -0.04 1.17 -1.20
H 13.13423 14.93140 10.83826 0.20 -0.34 -0.57
H 11.51412 13.39477 14.26282 -0.26 0.27 -0.22
H 13.19176 13.54063 13.94383 0.13 0.16 -0.14
H 12.18614 12.63804 12.80033 0.00 1.34 0.55
H 11.16024 20.51562 12.87311 0.28 0.07 -0.56
H 11.28652 21.84668 10.40781 0.20 0.34 -0.08
H 8.99334 20.73352 8.20046 -0.12 0.49 0.29
H 9.98794 19.50981 7.61506 0.32 -0.46 -0.19
H 10.73612 21.06701 7.93372 -0.08 0.17 -0.03
C 9.50526 14.62101 16.51651 -0.89 -0.62 0.74
Ge 10.85731 13.44107 16.98138 1.21 -0.35 0.19
C 12.74633 13.81457 16.97863 -0.58 1.10 0.31
C 13.77987 12.91562 17.25845 -2.34 -1.04 -0.16
C 15.02715 13.37321 17.42653 2.62 0.37 0.02
C 15.35397 14.73095 17.41840 0.70 -0.96 0.52
C 14.33928 15.62411 17.18808 0.89 0.71 -0.24
C 13.05439 15.17722 16.93846 0.02 0.12 -0.01
C 10.45148 11.60797 17.28268 0.34 -0.15 1.15
C 10.02502 11.04484 16.09404 -0.07 0.99 -0.61
C 9.87893 9.70737 15.97213 -0.82 -3.26 -0.46
C 10.11427 8.85050 17.07165 -0.32 0.15 -0.99
C 10.49442 9.41050 18.26587 0.15 -0.11 0.84
C 10.69426 10.78154 18.39175 -0.41 0.13 -0.57
C 8.28260 14.15336 17.35877 0.48 -1.12 -2.25
C 7.43243 13.12640 16.90386 -0.47 -0.27 -0.45
C 6.20977 12.86688 17.54352 1.38 0.07 -1.18
C 5.84572 13.58286 18.66402 -0.10 0.34 0.83
C 6.76004 14.45074 19.23733 1.47 0.59 -0.72
C 8.01551 14.70094 18.55921 -2.45 0.72 1.73
H 13.51085 11.86975 17.37679 0.34 -0.04 -0.17
H 15.87734 12.71576 17.51795 -0.16 -0.47 0.33
H 16.41896 14.97766 17.67374 -1.33 0.19 -0.52
H 14.65373 16.65359 17.16417 -0.57 0.45 0.00
H 12.28606 15.91468 16.76037 -0.15 0.07 -0.06
H 9.78913 11.71553 15.27090 -0.02 -0.25 -0.21
H 9.47942 9.18850 15.06448 0.53 0.94 0.64
H 9.94949 7.76468 16.97763 0.13 0.72 0.03
H 10.60948 8.78306 19.14941 0.07 0.13 -0.22
H 10.93003 11.15130 19.37333 0.27 0.36 0.08
H 7.72298 12.54102 16.01004 -0.36 0.44 0.59
H 5.56747 12.13870 17.08532 -0.30 -0.24 0.09
H 4.85502 13.45905 19.09583 0.25 -0.05 0.02
H 6.52995 15.02240 20.14296 0.09 -0.36 -0.37
H 8.66833 15.47299 18.87547 0.42 0.61 0.79